[1]
ORCA calculation (ωB97M-V/def2-TZVPD) on C23H26CrF4N6O3PSTe as an isolated structure at a distorted geometry.

Last column: natural (NBO) charge in e.
Geometry (Å):
Cr: -0.010 -0.350 -0.569  1.1934
C: 2.352 0.064 2.802  -0.4529
N: 1.127 0.084 2.040  -0.1588
C: 1.075 -2.309 1.649  -0.2712
C: -0.065 0.240 2.856  -0.2356
C: -1.372 -0.180 2.159  -0.2091
N: -1.416 0.284 0.794  -0.7484
C: -2.577 0.734 0.320  0.1095
C: -2.533 1.644 -0.771  0.2437
F: -1.272 2.030 -1.153  -0.3286
C: -3.651 2.125 -1.400  0.3511
F: -3.540 2.989 -2.435  -0.3206
C: -4.928 1.774 -0.968  -0.4175
C: -5.014 0.918 0.121  0.3444
F: -6.241 0.560 0.570  -0.3217
C: -3.897 0.419 0.752  0.2593
F: -4.088 -0.457 1.781  -0.3337
H: 2.297 -0.577 3.697  0.1587
H: 2.579 1.081 3.116  0.2081
H: 3.140 -0.289 2.137  0.2766
H: 1.997 -2.499 2.207  0.2084
H: 1.063 -2.956 0.770  0.2275
H: 0.206 -2.528 2.281  0.1728
H: -0.119 1.310 3.084  0.2067
H: -0.001 -0.310 3.813  0.1642
H: -2.180 0.258 2.759  0.2034
H: -1.495 -1.275 2.213  0.1649
H: -5.811 2.143 -1.458  0.2379
C: 5.212 0.785 -1.338  -0.6402
C: 4.161 1.040 -0.272  -0.0384
O: 2.960 0.343 -0.539  -0.8690
P: 2.852 -1.255 -0.799  1.6327
O: 1.058 -0.987 1.126  -0.4306
Te: 1.606 -2.458 -3.061  0.4266
O: 4.183 -1.516 0.602  -0.8694
C: 4.902 -2.655 0.893  -0.0240
C: 4.396 -3.941 0.235  -0.6379
H: 6.119 1.339 -1.111  0.1961
H: 4.835 1.077 -2.315  0.2062
H: 5.443 -0.276 -1.363  0.2487
H: 3.881 2.100 -0.239  0.1634
H: 4.553 0.737 0.703  0.1817
H: 4.893 -2.790 1.991  0.1272
H: 5.953 -2.517 0.587  0.1490
H: 3.341 -4.101 0.453  0.1879
H: 4.976 -4.789 0.596  0.1913
H: 4.520 -3.875 -0.841  0.2307
N: 1.334 -1.107 -1.522  -1.3913
C: 3.600 -1.744 -2.375  -0.3232
N: 4.794 -2.204 -2.537  -0.6693
C: 5.346 -2.884 -3.467  0.4314
N: 5.972 -3.491 -4.235  -0.5372
S: -1.705 -0.795 -4.689  0.4372
C: -1.141 0.118 -3.313  -0.0530
N: -1.111 -0.531 -2.165  -0.5238
C: -1.583 -1.808 -2.323  0.1833
C: -1.726 -2.758 -1.307  -0.2175
C: -2.094 -4.047 -1.637  -0.1884
C: -2.357 -4.404 -2.954  -0.1998
C: -2.315 -3.456 -3.965  -0.2102
C: -1.933 -2.166 -3.641  -0.2168
H: -0.778 1.117 -3.446  0.2389
H: -1.530 -2.465 -0.282  0.2230
H: -2.188 -4.787 -0.856  0.2164
H: -2.616 -5.426 -3.187  0.2155
H: -2.555 -3.719 -4.982  0.2206

- LUMO (spin up / spin down) (eV) = 2.095 / 2.016
- total charge = -1
- multiplicity = 5
- expectation value of S² = 6.4358
- HOMO-LUMO gap (spin up / spin down) (hartree) = 0.17134 / 0.18247

[2]
ORCA calculation (ωB97M-V/def2-TZVPD) on a 3-piece molecular cluster, C23H26FIN4O4P2 overall at a distorted geometry.

Last column: natural (NBO) charge in e.
Geometry (Å):
C: 6.899 2.900 2.677  -0.6256
C: 5.919 2.090 1.759  -0.3934
C: 4.441 2.698 1.712  -0.4101
C: 3.855 2.796 3.174  -0.4080
C: 2.417 2.173 3.379  -0.4564
C: 1.468 2.282 2.156  0.0293
C: 1.403 1.130 1.262  -0.0664
C: 0.515 1.066 0.073  -0.2013
C: -0.330 2.194 -0.265  -0.1976
I: -1.589 2.094 -1.991  0.2297
C: -0.266 3.352 0.635  0.3953
F: -1.106 4.384 0.297  -0.3189
C: 0.614 3.422 1.821  -0.4266
P: 0.655 4.961 2.907  1.2470
N: 0.135 4.367 4.498  -1.1410
O: -0.565 6.046 2.468  -0.9474
C: 0.712 -0.335 -0.592  0.7067
O: 0.516 -0.701 -1.703  -0.4634
N: 1.276 -1.096 0.527  -0.8455
P: 0.124 -1.594 1.758  1.6003
O: 0.884 -1.739 3.052  -1.0730
C: 2.175 -0.230 1.288  0.6956
O: 3.236 -0.439 1.769  -0.4533
H: 6.511 2.999 3.724  0.2022
H: 7.842 2.287 2.765  0.2142
H: 7.135 3.929 2.313  0.2094
H: 6.324 2.081 0.715  0.2027
H: 5.790 1.016 2.071  0.2090
H: 3.870 2.038 1.017  0.2061
H: 4.518 3.746 1.314  0.2041
H: 4.551 2.204 3.836  0.2153
H: 3.920 3.848 3.569  0.2194
H: 2.490 1.116 3.757  0.2549
H: 1.938 2.742 4.228  0.2297
H: -0.094 3.374 4.356  0.3763
H: -0.732 4.832 4.784  0.3872
H: -1.436 5.621 2.608  0.4768
H: -0.440 -2.875 1.482  -0.0241
H: -0.868 -0.582 1.982  -0.0552
N: -1.611 -5.752 -1.577  -0.4193
C: -2.219 -5.422 -2.721  0.0278
C: -1.991 -4.235 -3.402  -0.2656
C: -1.084 -3.336 -2.866  -0.1665
C: -0.442 -3.654 -1.680  -0.2731
C: -0.738 -4.869 -1.080  0.0224
H: -2.922 -6.156 -3.100  0.1922
H: -2.511 -4.022 -4.327  0.2360
H: -0.879 -2.397 -3.367  0.2280
H: 0.271 -2.978 -1.232  0.2233
H: -0.258 -5.164 -0.152  0.1886
N: -4.845 -2.520 -4.827  -0.4265
C: -5.681 -2.441 -5.868  0.0336
C: -7.024 -2.779 -5.810  -0.2620
C: -7.534 -3.229 -4.604  -0.1651
C: -6.690 -3.322 -3.510  -0.2616
C: -5.363 -2.957 -3.671  0.0305
H: -5.236 -2.086 -6.792  0.1935
H: -7.653 -2.692 -6.686  0.2215
H: -8.578 -3.505 -4.517  0.2176
H: -7.053 -3.671 -2.551  0.2220
H: -4.665 -3.010 -2.841  0.1985

- LUMO (eV) = -1.251
- total charge = 0
- HOMO-LUMO gap (hartree) = 0.28769

[3]
ORCA calculation (ωB97M-V/def2-TZVPD) on C23H26MnN4S as an isolated structure.

Last column: natural (NBO) charge in e.
Geometry (Å):
Mn: 0.190 -0.065 -0.419  0.7096
C: -0.266 -1.651 3.585  -0.3839
C: -1.321 -1.773 2.486  -0.4284
C: -0.830 -2.486 1.210  -0.2193
N: -0.942 -1.689 -0.001  -0.5447
C: -2.039 -1.779 -0.732  0.2299
C: -3.184 -2.501 -0.306  -0.3079
C: -4.363 -2.819 -0.943  -0.1311
C: -4.813 -2.509 -2.219  -0.2839
C: -4.146 -1.709 -3.123  -0.1280
C: -2.931 -1.047 -3.021  -0.3428
C: -1.958 -1.017 -2.001  0.3189
N: -0.837 -0.314 -2.106  -0.5718
C: -0.573 0.400 -3.340  -0.2250
C: 0.880 0.809 -3.471  -0.4033
C: 1.349 1.847 -2.471  -0.2285
N: 1.445 1.305 -1.132  -0.5638
C: 2.171 1.937 -0.225  0.3209
C: 2.782 3.184 -0.485  -0.3321
C: 3.616 3.982 0.275  -0.1259
C: 4.095 3.813 1.561  -0.2984
C: 3.778 2.756 2.396  -0.1129
C: 2.981 1.645 2.187  -0.3238
C: 2.264 1.192 1.053  0.2362
N: 1.605 0.042 1.031  -0.5484
C: 1.762 -0.859 2.164  -0.2318
C: 0.806 -0.588 3.344  -0.4211
H: 0.213 -2.625 3.741  0.1907
H: -0.770 -1.410 4.524  0.2104
H: -1.675 -0.776 2.214  0.2209
H: -2.187 -2.304 2.887  0.2074
H: -1.349 -3.436 1.076  0.1966
H: 0.215 -2.762 1.316  0.1928
H: -3.133 -2.863 0.711  0.2101
H: -5.049 -3.404 -0.338  0.2078
H: -5.779 -2.898 -2.514  0.2106
H: -4.661 -1.542 -4.064  0.2075
H: -2.704 -0.439 -3.883  0.2130
H: -1.215 1.289 -3.426  0.1871
H: -0.808 -0.247 -4.190  0.1948
H: 1.020 1.221 -4.474  0.2146
H: 1.518 -0.077 -3.397  0.2081
H: 0.672 2.714 -2.492  0.1880
H: 2.333 2.199 -2.794  0.1966
H: 2.551 3.604 -1.453  0.2113
H: 3.929 4.894 -0.223  0.2078
H: 4.744 4.584 1.956  0.2120
H: 4.208 2.807 3.392  0.2067
H: 2.883 1.024 3.064  0.2120
H: 2.799 -0.820 2.505  0.1973
H: 1.637 -1.875 1.800  0.1951
H: 0.322 0.380 3.180  0.2175
H: 1.393 -0.488 4.262  0.2071
S: -1.787 2.088 1.004  0.0510
C: -0.841 1.056 0.322  -0.0332

- LUMO (spin up / spin down) (eV) = 0.050 / 0.109
- total charge = 0
- multiplicity = 2
- expectation value of S² = 0.8501
- HOMO-LUMO gap (spin up / spin down) (hartree) = 0.25047 / 0.24139

| no. | electronic energy (eV) |
| --- | --- |
| 1 | -106060.7686 |
| 2 | -67816.8081 |
| 3 | -72386.1469 |